{
  "formula": "C29H45AsIN6O6PS2Tl",
  "method": "wB97M-V/def2-TZVPD",
  "total_charge": 1,
  "max_force_ev_per_a": 1.7,
  "multiplicity": 1,
  "energy_ev": -156620.2156,
  "homo_lumo_gap_ev": 7.8948,
  "relative_energy_kj_mol": 140.1,
  "elements": ["Tl", "C", "C", "N", "N", "C", "S", "N", "N", "H", "H", "H", "H", "H", "H", "S", "C", "C", "C", "C", "C", "C", "N", "C", "C", "C", "C", "C", "C", "C", "H", "H", "H", "H", "H", "H", "H", "H", "N", "C", "O", "C", "I", "H", "H", "H", "H", "C", "C", "C", "C", "O", "P", "O", "O", "O", "C", "C", "C", "C", "H", "H", "H", "H", "H", "H", "H", "H", "H", "H", "H", "H", "H", "H", "H", "H", "H", "H", "C", "As", "C", "C", "O", "H", "H", "H", "H", "H", "H", "H", "H", "H"],
  "positions_angstrom": [[0.7724, 0.3052, 1.1346], [-4.1841, 3.3941, 2.1263], [-3.1110, 2.9014, 3.0201], [-2.9779, 3.1812, 4.2705], [-1.8432, 2.5468, 4.6612], [-1.2403, 1.8874, 3.6604], [0.1952, 1.0288, 3.7442], [-2.0705, 2.0922, 2.5984], [-1.8440, 1.5937, 1.3380], [-4.9278, 3.9133, 2.7239], [-4.6602, 2.5654, 1.6010], [-3.7813, 4.0955, 1.3930], [-1.5302, 2.5893, 5.6158], [-2.2295, 2.2067, 0.6346], [-2.1461, 0.6154, 1.2120], [5.7111, -0.1929, 1.1318], [5.6192, 1.5378, 1.1007], [6.6494, 2.4588, 0.9590], [6.3302, 3.8012, 1.0135], [5.0121, 4.2160, 1.2192], [3.9886, 3.3007, 1.3503], [4.2840, 1.9410, 1.2768], [3.3882, 0.9001, 1.3943], [3.9752, -0.2507, 1.3667], [3.2758, -1.5181, 1.5622], [3.9762, -2.7177, 1.7200], [3.2953, -3.8988, 1.9520], [1.9109, -3.8989, 2.0409], [1.2045, -2.7116, 1.8854], [1.8867, -1.5450, 1.6234], [7.6674, 2.1263, 0.8096], [7.1159, 4.5375, 0.9138], [4.7952, 5.2746, 1.2715], [2.9641, 3.5883, 1.5285], [5.0580, -2.7025, 1.6645], [3.8499, -4.8189, 2.0759], [1.3791, -4.8250, 2.2174], [0.1269, -2.6977, 1.9461], [1.1657, 5.0467, 0.2431], [0.7738, 3.7873, 0.0215], [0.8318, 2.9313, 0.9099], [0.1761, 3.4376, -1.3190], [0.4878, 4.7978, -2.9381], [1.5729, 5.2891, 1.1312], [1.1650, 5.7391, -0.4873], [-0.9022, 3.3457, -1.2019], [0.5651, 2.4610, -1.6061], [-2.9408, 0.9510, -3.1111], [-3.1684, -0.2542, -2.1998], [-3.9968, 0.1554, -0.9844], [-3.8655, -1.3654, -2.9816], [-1.8394, -0.6831, -1.8104], [-1.3701, -1.6263, -0.6044], [-0.0392, -2.1810, -0.9840], [-1.4039, -0.8569, 0.7125], [-2.5428, -2.6971, -0.6086], [-2.7345, -3.8858, 0.1961], [-1.7364, -4.9565, -0.2351], [-4.1603, -4.3253, -0.1284], [-2.6021, -3.5995, 1.6953], [-3.8775, 1.4787, -3.2864], [-2.5415, 0.6330, -4.0745], [-2.2232, 1.6314, -2.6498], [-5.0121, 0.4069, -1.2879], [-3.5489, 1.0272, -0.5037], [-4.0343, -0.6638, -0.2682], [-4.7810, -0.9854, -3.4346], [-4.1068, -2.1959, -2.3256], [-3.2066, -1.7273, -3.7716], [-1.9193, -5.2475, -1.2699], [-1.8451, -5.8326, 0.4037], [-0.7222, -4.5633, -0.1597], [-4.2735, -4.4452, -1.2059], [-4.8752, -3.5773, 0.2170], [-4.3780, -5.2776, 0.3528], [-1.5849, -3.7817, 2.0374], [-3.2707, -4.2481, 2.2592], [-2.8532, -2.5622, 1.9097], [0.5788, -1.3810, -3.7205], [1.5472, -0.4548, -2.3198], [2.4587, 0.8701, -3.4426], [3.0420, -1.5517, -1.7820], [0.9532, 0.5886, -1.1433], [1.3515, -1.7079, -4.4179], [-0.0972, -0.6947, -4.2234], [0.0364, -2.2310, -3.3261], [3.0605, 0.3845, -4.2107], [3.1020, 1.4889, -2.8173], [1.7269, 1.5185, -3.9262], [3.5294, -1.9257, -2.6820], [2.6990, -2.3775, -1.1660], [3.7444, -0.9274, -1.2317]],
  "atomic_forces_ev_per_a": [[-0.072, -0.359, 0.034], [0.019, -0.060, 0.003], [0.010, -0.126, -0.108], [-0.268, 0.251, 0.325], [0.126, -0.176, -0.472], [-0.182, 0.184, -0.047], [0.252, -0.240, -0.382], [-0.041, 0.257, 0.508], [0.301, -0.103, -0.158], [0.002, -0.005, 0.014], [-0.013, 0.016, -0.030], [-0.024, -0.019, -0.038], [0.014, 0.028, 0.009], [0.044, 0.122, 0.059], [0.034, 0.159, 0.057], [-0.276, 0.063, 0.012], [-0.219, -0.025, 0.018], [0.015, -0.009, -0.032], [0.120, -0.038, 0.010], [-0.085, 0.012, -0.036], [-0.107, -0.046, 0.011], [0.581, 0.107, -0.135], [-0.374, -0.087, 0.087], [0.520, 0.175, -0.001], [-0.296, -0.455, 0.068], [-0.001, 0.337, -0.016], [0.081, -0.058, -0.020], [-0.055, 0.040, 0.040], [-0.005, -0.142, -0.036], [-0.135, 0.658, -0.192], [0.033, 0.052, 0.026], [-0.010, 0.012, -0.016], [0.004, 0.014, 0.027], [0.033, 0.018, 0.019], [0.025, -0.137, 0.060], [-0.009, -0.021, -0.020], [-0.005, 0.001, 0.044], [-0.027, -0.032, -0.054], [0.067, 0.051, 0.064], [-0.128, 0.171, 0.061], [0.044, -0.232, -0.148], [0.054, -0.045, -0.122], [-0.014, -0.140, 0.119], [-0.064, -0.053, 0.039], [-0.033, -0.051, -0.055], [-0.002, 0.037, 0.024], [-0.039, 0.074, 0.002], [0.130, -0.161, 0.118], [-0.279, 0.136, -0.161], [0.259, -0.110, -0.040], [0.185, 0.022, 0.154], [-0.040, -0.018, 0.018], [-0.082, -0.167, -0.305], [0.100, 0.117, 0.112], [0.399, -0.114, -0.072], [0.044, 0.130, 0.023], [-0.172, -0.521, 0.204], [-0.085, 0.290, -0.111], [0.182, 0.174, -0.079], [0.044, 0.188, -0.179], [-0.027, 0.005, -0.021], [0.043, 0.015, -0.006], [-0.023, 0.066, 0.019], [-0.007, 0.015, -0.034], [-0.102, -0.017, -0.044], [-0.095, 0.014, 0.074], [-0.016, 0.027, -0.006], [-0.069, -0.057, -0.020], [-0.014, 0.011, -0.027], [0.035, -0.024, -0.008], [0.030, -0.030, 0.010], [0.043, -0.086, 0.032], [-0.024, -0.024, -0.009], [-0.036, -0.020, 0.025], [-0.018, -0.004, 0.035], [0.016, 0.030, 0.064], [0.030, -0.058, 0.004], [-0.077, -0.011, 0.044], [-0.245, -0.034, 0.349], [1.142, 0.263, -1.198], [-0.115, -0.147, 0.208], [-0.375, -0.056, 0.190], [-0.502, -0.061, 0.788], [0.060, 0.087, 0.041], [-0.002, 0.085, 0.057], [-0.009, 0.014, 0.067], [-0.023, -0.036, 0.008], [0.006, -0.059, 0.041], [-0.053, -0.061, 0.025], [-0.099, 0.027, -0.044], [-0.011, -0.043, 0.042], [-0.043, 0.024, -0.010]]
}